[1]
15
Properties=species:S:1:pos:R:3:forces:R:3:lowdin_charge:R:1 method="wB97M-V/def2-TZVPD" multiplicity=1 homo_ha=-0.2916 charge=0 gap_ha=0.3231
C 1.439178 1.485471 -0.483947 1.8956 0.5230 -0.0104 -0.441
C -0.709363 0.699687 -0.276589 1.3180 -2.8248 -0.6289 -0.200
C -1.546311 0.822509 0.957172 2.2580 0.6062 -2.6094 -0.032
C 0.528516 -1.915987 -0.357002 -0.2240 -3.3450 1.2811 -0.300
N 0.196930 1.591843 -0.640216 1.1543 1.7142 -0.1003 -0.018
N 0.684055 -0.721328 0.494986 -1.7772 -0.1958 -1.2976 -0.501
S 2.155226 0.048490 0.271414 -1.1924 0.3474 -0.4333 0.849
H 2.248265 2.224644 -0.749243 -1.4386 -0.3888 0.0714 0.085
H -1.078842 0.189789 -1.248234 -0.0537 0.3890 1.9856 0.158
H -2.097487 1.667603 0.925160 -2.2481 2.9016 -0.6188 0.052
H -0.999615 0.971273 1.809378 1.7802 -0.3910 2.0635 0.067
H -2.155089 0.030828 0.942121 -2.2942 -3.1203 0.6233 0.046
H 1.330680 -2.734658 0.044354 -1.8186 1.6930 -1.3345 0.097
H -0.513538 -2.459526 -0.216652 1.8198 1.3124 0.4841 0.086
H 0.517397 -1.900642 -1.472701 0.8210 0.7789 0.5242 0.051

[2]
38
Properties=species:S:1:pos:R:3:forces:R:3:lowdin_charge:R:1 method="wB97M-V/def2-TZVPD" multiplicity=1 homo_ha=-0.4489 charge=+1 gap_ha=0.2596
C 4.092072 -0.120944 -0.368162 -0.8374 0.0134 -0.1719 -0.037
C 2.732461 0.020489 -1.313852 0.3553 -2.2969 -4.0508 -0.321
O 2.776204 -0.600322 -2.506350 -0.8522 3.6638 6.8718 -0.082
N 1.506160 0.764708 -0.834805 2.2614 -0.5950 -1.9751 -0.016
C 0.587535 1.170740 -1.967561 -0.8742 0.7719 -1.7065 -0.211
C -0.828973 1.860143 -1.448789 0.6044 1.1731 0.2400 -0.187
C -1.214870 1.515198 0.101643 -0.8804 1.3098 -0.4653 -0.224
C -1.795010 0.021400 0.389477 0.3557 -0.8161 0.8474 -0.181
C -1.690592 -1.056406 -0.831193 1.1378 -4.0937 -2.3268 -0.024
C -0.773389 -2.456703 -0.725055 -3.8023 2.3874 -4.5129 0.104
C -0.922799 -3.330627 -2.095308 0.6471 0.1439 1.2023 0.046
N -1.678523 -3.045090 -3.346241 1.6136 1.2636 5.1027 -0.010
N -2.424890 -1.917375 -3.444440 0.8720 1.6747 4.2111 0.052
C -2.446738 -1.012067 -2.279220 0.5979 -0.6065 0.2365 0.005
H 4.915057 0.544312 -0.870681 -1.6322 -1.2842 1.0080 0.097
H 4.441652 -1.257688 -0.414669 -0.8933 2.6134 0.0605 0.105
H 3.906557 0.216796 0.751880 0.3703 -0.6983 -2.4230 0.073
H 1.770612 1.600501 -0.256814 -0.2052 -1.2934 -0.6439 0.119
H 0.330162 0.285517 -2.720188 0.9443 1.6621 2.0343 0.122
H 1.128084 1.998666 -2.629979 -1.1440 -1.8471 1.2659 0.139
H -0.627318 3.036372 -1.487986 -0.5899 -2.5307 0.2141 0.125
H -1.729490 1.693359 -2.213555 2.0993 0.1325 1.7229 0.108
H -2.074424 2.283397 0.413555 1.8516 -1.7145 -0.7141 0.132
H -0.304750 1.775993 0.799256 -1.8442 -0.8884 -1.4827 0.051
H -2.897153 0.105970 0.842011 2.2655 -0.4289 -1.4822 0.147
H -1.143356 -0.428224 1.283460 -1.5298 0.7620 -2.1618 0.025
H -0.147845 -2.753557 0.227506 -1.3390 0.4103 -2.3793 0.134
H -0.321550 -4.363248 -2.094980 -1.5509 2.5345 -0.2673 0.146
H -1.651510 -3.711606 -4.173443 -0.0912 1.2299 1.4378 0.194
H -3.145931 -0.051206 -2.418071 1.6859 -2.6179 -0.0090 0.139
Br -2.056721 -0.039657 4.744769 0.1425 -0.0440 -0.0555 0.612
C -0.264683 0.620977 5.139299 -0.2059 0.0502 0.1663 -0.682
C 0.304749 1.389795 3.969809 0.2109 0.0971 0.1707 -0.647
Br 0.912711 0.185159 2.561537 0.3503 0.0200 0.2590 0.700
H 0.339269 -0.244928 5.424934 -0.1055 0.2596 -0.1532 0.058
H -0.387535 1.274754 6.007328 0.0659 -0.0600 -0.2078 0.066
H 1.196216 1.946676 4.271668 -0.1545 -0.1339 -0.0225 0.066
H -0.411452 2.078726 3.513211 0.1003 -0.2237 0.1602 0.057

[3]
84
Properties=species:S:1:pos:R:3:forces:R:3:lowdin_charge:R:1 method="wB97M-V/def2-TZVPD" multiplicity=1 homo_ha=-0.5354 charge=+2 gap_ha=0.2031
Tc -1.770081 0.337251 0.609377 -0.5351 -0.3769 0.1321 0.833
S -1.254990 -3.301732 3.224810 0.1583 -0.1322 0.0609 0.095
Sb -2.971877 -2.093801 2.670361 -0.0871 0.0817 0.0079 0.187
S -1.959759 0.418968 2.719804 0.1735 0.1893 0.0909 0.231
S -2.670597 -1.504655 0.046071 0.1662 0.1081 -0.1636 0.212
S -5.108307 -1.799292 2.920232 -0.1584 -0.0343 0.0300 0.115
C -4.821132 1.993121 2.182199 0.0518 -0.0713 -0.1320 -0.218
Si -4.631888 1.978298 0.322868 -0.0227 0.1728 -0.0386 0.445
C -5.641190 0.631347 -0.473063 0.1336 0.0302 0.0427 -0.174
C -5.188051 3.661175 -0.269599 0.0131 -0.1298 0.0470 -0.163
C -2.713253 1.863042 -0.231953 0.0119 -0.1066 -0.1327 -0.502
Si -2.327038 2.059547 -2.159228 -0.0184 0.0385 0.0583 0.448
C -0.582279 2.709097 -2.264859 -0.0831 -0.0766 0.1173 -0.177
C -3.418613 3.352920 -2.934928 0.0707 -0.1168 0.0123 -0.165
C -2.517591 0.402411 -3.001162 0.1149 0.0271 0.0745 -0.180
H -5.774998 2.480562 2.388410 -0.0856 0.0336 -0.0051 0.051
H -4.052607 2.581968 2.682330 0.0569 0.0490 0.0227 0.027
H -4.866139 1.005995 2.636503 0.0535 -0.0414 0.0158 -0.044
H -6.677032 0.779467 -0.162193 -0.0698 0.0255 0.0108 0.055
H -5.361737 -0.376859 -0.169438 0.0122 -0.0136 0.0194 -0.011
H -5.623339 0.687528 -1.561055 0.0253 0.0025 -0.0734 0.037
H -6.136340 3.861533 0.230001 -0.0791 0.0121 0.0772 0.052
H -5.371072 3.713251 -1.336463 -0.0205 -0.0050 -0.0380 0.017
H -4.504349 4.460667 0.009819 0.0744 0.0632 0.0252 0.052
H -2.227003 2.747276 0.217564 0.0692 0.0401 0.0421 0.042
H -0.534859 3.738973 -1.910365 -0.0290 0.0739 0.0179 0.054
H -0.262636 2.712175 -3.306847 0.0486 -0.0128 -0.0925 0.055
H 0.133468 2.128461 -1.689822 0.0534 -0.0360 0.0472 -0.022
H -3.470028 4.263770 -2.342425 0.0346 0.0418 -0.0065 0.041
H -4.427622 3.023273 -3.165509 -0.0875 -0.0697 0.0194 0.042
H -2.939091 3.608104 -3.881741 0.0394 0.0135 -0.0905 0.054
H -1.893492 -0.375351 -2.556197 0.0291 -0.0085 -0.0117 -0.023
H -2.207407 0.502733 -4.042180 -0.0073 0.0320 -0.0814 0.051
H -3.546132 0.043512 -3.003804 -0.0832 0.0013 0.0555 0.038
N -0.116757 0.230626 0.192772 0.3349 0.1898 -0.0662 -0.304
P 1.282505 -0.759185 0.330274 0.2587 -0.0562 -0.2653 0.716
N 2.500760 -0.053842 -0.500207 -0.5068 0.1508 0.1788 -0.167
C 2.380080 0.496788 -1.867357 -0.1730 -0.0736 -0.0578 -0.203
C 2.921797 1.916416 -1.898360 -0.0504 0.0035 -0.0657 -0.170
C 4.429439 1.921710 -1.602994 0.0304 0.0367 -0.0422 -0.169
C 4.838431 0.654126 -0.856290 0.0567 -0.0485 0.0509 -0.169
C 3.797044 0.256760 0.174456 -0.0080 -0.1953 0.1406 -0.166
N 0.722882 -2.154988 -0.300238 0.1317 0.0520 0.0317 -0.200
C 0.844742 -3.514113 0.262438 -0.0359 0.0066 0.1635 -0.205
C 1.998620 -4.269251 -0.382058 -0.0217 -0.0243 0.0541 -0.164
C 1.812830 -4.340037 -1.892793 -0.0075 -0.0265 -0.0081 -0.180
C 1.616712 -2.945011 -2.473440 0.0110 0.0559 -0.0223 -0.164
C 0.480105 -2.227481 -1.758789 0.0281 0.1188 -0.0484 -0.206
N 1.655667 -0.871964 1.902124 -0.0920 -0.1104 -0.1710 -0.179
C 2.452158 -1.990061 2.485035 0.0397 -0.0930 -0.0385 -0.182
C 3.431329 -1.465167 3.521884 0.0515 -0.0503 -0.0221 -0.163
C 2.696843 -0.800682 4.690425 0.0344 0.0371 0.0162 -0.164
C 1.422718 -0.098333 4.203278 -0.0577 0.0169 -0.0039 -0.177
C 1.589355 0.337924 2.758771 -0.0516 0.1871 -0.0673 -0.213
H 1.334261 0.456394 -2.173760 0.0567 0.1366 0.0381 0.079
H 2.934324 -0.139816 -2.561323 -0.0360 0.0125 -0.0166 0.122
H 2.379417 2.512831 -1.161442 -0.0171 0.0018 0.0305 0.111
H 2.714436 2.359732 -2.871651 -0.0214 0.0082 -0.0241 0.122
H 4.688260 2.801670 -1.013890 -0.0044 0.0072 0.0073 0.118
H 4.996996 1.992194 -2.529799 0.0145 0.0031 -0.0144 0.119
H 5.786684 0.800985 -0.340252 0.0115 -0.0100 0.0177 0.128
H 4.993976 -0.176739 -1.547015 0.0011 -0.0102 -0.0153 0.120
H 3.661766 1.069396 0.891878 0.0056 0.0089 -0.0226 0.116
H 4.130845 -0.630170 0.711469 0.0226 0.0349 0.0529 0.107
H -0.103889 -4.013443 0.045498 -0.0056 -0.0444 0.0028 0.125
H 0.925195 -3.458187 1.340919 -0.0083 -0.0255 -0.0451 0.041
H 2.055951 -5.269829 0.047847 -0.0101 -0.0187 0.0149 0.128
H 2.940888 -3.763552 -0.147291 0.0230 -0.0045 0.0044 0.110
H 0.933669 -4.950280 -2.115452 -0.0325 -0.0346 -0.0213 0.124
H 2.662069 -4.832818 -2.363267 0.0269 -0.0007 -0.0005 0.123
H 1.396629 -2.996313 -3.539662 -0.0195 0.0062 -0.0394 0.127
H 2.537511 -2.365445 -2.359040 0.0010 0.0103 -0.0028 0.105
H -0.454626 -2.781720 -1.882781 -0.0025 -0.0044 -0.0336 0.117
H 0.307980 -1.226806 -2.157652 0.0093 -0.0627 0.0012 0.081
H 2.977368 -2.511336 1.683660 0.0101 -0.0064 0.0449 0.105
H 1.771262 -2.699401 2.962240 0.0195 0.0236 0.0137 0.094
H 4.125276 -0.765725 3.052035 -0.0013 0.0158 -0.0174 0.109
H 4.032484 -2.304468 3.871128 0.0170 0.0008 -0.0017 0.129
H 3.360495 -0.078549 5.165157 0.0130 -0.0051 0.0230 0.120
H 2.447140 -1.539483 5.450283 -0.0263 -0.0326 0.0180 0.119
H 1.199986 0.770632 4.820929 -0.0205 0.0293 0.0078 0.124
H 0.558629 -0.766630 4.263190 0.0086 0.0045 -0.0004 0.082
H 2.505003 0.926741 2.649826 -0.0448 -0.0009 0.0203 0.115
H 0.761801 0.961124 2.421808 0.0138 -0.0246 0.0400 0.054